[1]
{"formula": "C6H30N4O11", "method": "wB97M-V/def2-TZVPD", "orbital_gap_ha": 0.3650, "smiles": "NC(N)=O.NC(N)=O.OCCO.OCCO.O.O.O.O.O", "energy_ha": -1293.2008, "relative_energy_kcal_mol": 51.63, "species": ["O", "O", "O", "O", "O", "O", "O", "O", "O", "O", "O", "N", "N", "N", "N", "C", "C", "C", "C", "C", "C", "H", "H", "H", "H", "H", "H", "H", "H", "H", "H", "H", "H", "H", "H", "H", "H", "H", "H", "H", "H", "H", "H", "H", "H", "H", "H", "H", "H", "H", "H"], "xyz": [[-4.264, 0.670, 0.249], [3.735, 0.752, 1.136], [3.607, 4.904, 5.986], [-1.017, -1.256, -5.123], [-2.761, -6.486, 3.455], [1.159, 4.720, -0.966], [-1.448, 4.289, 0.743], [-0.744, -1.292, 1.368], [3.018, -2.100, -2.241], [2.569, 2.323, 7.180], [-0.192, -5.842, -1.192], [-1.639, 0.310, -6.543], [-1.067, -7.883, -1.527], [-0.097, -6.860, -3.131], [-2.480, 0.394, -4.599], [3.458, 3.681, 5.303], [-1.287, 4.955, -0.576], [-0.404, -6.787, -1.874], [-1.639, -0.250, -5.406], [2.294, 2.836, 5.967], [-0.141, 4.335, -1.386], [-1.121, -8.697, -2.123], [3.388, 1.549, 0.736], [-1.237, 6.044, -0.582], [-3.628, 1.316, 0.555], [-0.195, -2.009, 1.050], [1.259, 5.609, -1.313], [-0.172, -5.957, -3.578], [3.625, 0.079, 0.465], [-2.164, 4.674, 1.255], [-0.292, 4.608, -2.430], [4.464, 5.334, 5.947], [-3.285, -6.198, 4.202], [2.342, -2.655, -2.629], [-2.091, 1.200, -6.695], [-2.253, 4.921, -1.078], [2.002, 1.569, 7.361], [-2.654, 0.025, -3.675], [-1.090, -8.070, -0.534], [-0.650, -7.615, -3.512], [-1.226, -0.143, -7.345], [-2.467, -5.675, 3.041], [3.294, -1.524, -2.954], [-2.918, 1.220, -4.980], [1.371, 3.415, 6.010], [-0.309, 3.262, -1.292], [-4.044, -0.130, 0.726], [3.332, 3.928, 4.248], [1.849, 2.064, 5.340], [-0.125, -0.597, 1.592], [4.336, 3.040, 5.372]], "forces_ev_per_angstrom": [[-0.3, 0.1, -0.2], [0.1, 0.0, 0.3], [-0.7, 0.4, 0.9], [0.4, -0.7, 0.3], [0.0, -0.2, 0.0], [-0.5, -0.2, -0.1], [1.0, 0.7, -1.6], [-0.3, 0.1, 0.1], [0.2, 0.1, 0.3], [1.4, -0.8, 2.5], [0.6, 2.2, 2.3], [0.8, 2.5, -6.6], [-1.4, -2.5, 2.7], [0.9, 0.0, -4.6], [-1.1, 0.8, 2.2], [-0.2, -1.1, 0.6], [-1.0, -0.1, 0.8], [-0.6, -0.1, 1.1], [0.1, -2.5, 3.2], [-1.6, 1.6, -3.1], [-1.2, 0.0, 0.7], [0.2, 0.2, 0.3], [-0.1, 0.3, -0.1], [0.9, 0.3, 1.0], [0.2, 0.2, 0.1], [0.1, -0.2, -0.1], [0.3, 0.1, 0.2], [0.2, -0.2, -0.4], [0.0, -0.3, -0.2], [-0.1, 0.3, -0.3], [-0.1, 0.0, -0.2], [0.1, -0.6, -0.3], [-0.1, 0.0, 0.2], [-0.2, -0.2, 0.0], [0.2, -0.4, -0.2], [-0.1, -1.0, -0.5], [0.1, 0.1, 0.0], [-0.1, 0.4, -0.2], [-0.2, -0.1, -0.1], [0.4, 0.6, -1.3], [0.1, 0.2, 0.4], [0.1, 0.2, -0.2], [0.1, 0.1, -0.2], [-0.3, -0.4, 0.9], [0.1, 1.2, 0.3], [0.7, -0.1, 0.0], [0.1, -0.3, 0.1], [-0.6, -0.5, -0.1], [1.1, -0.4, -0.9], [0.2, 0.2, 0.1], [0.3, 0.1, 0.1]], "mulliken_charge": [-0.637, -0.643, -0.540, -0.666, -0.637, -0.488, -0.537, -0.634, -0.627, -0.511, -0.607, -0.360, -0.419, -0.423, -0.376, -0.294, -0.338, 0.574, 0.698, -0.461, -0.490, 0.179, 0.316, 0.334, 0.308, 0.319, 0.302, 0.256, 0.321, 0.290, 0.299, 0.296, 0.316, 0.316, 0.148, 0.337, 0.313, 0.201, 0.239, 0.201, 0.212, 0.322, 0.316, 0.146, 0.287, 0.290, 0.326, 0.290, 0.354, 0.319, 0.266]}

=====

[2]
{"formula": "C17H12N3ReS5", "method": "wB97M-V/def2-TZVPD", "orbital_gap_ha": [0.2242, 0.2229], "multiplicity": 2, "charge": 1, "energy_ha": -2888.3878, "relative_energy_kcal_mol": 1.52, "species": ["Re", "S", "S", "S", "S", "S", "N", "N", "N", "C", "C", "C", "C", "C", "C", "C", "C", "C", "C", "C", "C", "C", "C", "C", "C", "C", "H", "H", "H", "H", "H", "H", "H", "H", "H", "H", "H", "H"], "xyz": [[0.674, 0.051, -0.910], [0.331, 0.567, -3.205], [2.220, -1.602, -1.160], [-0.821, -1.521, -0.605], [2.431, 1.966, -0.803], [-2.078, 2.603, -3.261], [3.317, 1.742, 1.741], [1.467, 0.495, 1.042], [-0.923, 1.564, -1.217], [1.329, -3.101, -1.063], [-3.704, 3.882, -1.334], [-2.207, 2.554, 0.661], [-3.984, 4.061, 0.007], [-0.769, -4.256, -0.675], [3.258, 1.192, 2.972], [-2.661, 3.028, -1.673], [-0.035, -3.069, -0.786], [-1.918, 2.371, -0.687], [2.299, 0.263, 3.255], [1.241, -5.498, -1.133], [2.423, 1.432, 0.764], [1.417, -0.088, 2.226], [1.968, -4.334, -1.238], [-3.243, 3.403, 0.995], [-0.902, 1.591, -2.524], [-0.130, -5.463, -0.849], [4.051, 2.398, 1.504], [0.663, -0.854, 2.353], [-4.283, 4.392, -2.092], [-1.829, -4.211, -0.459], [2.240, -0.199, 4.227], [-3.491, 3.562, 2.036], [-4.791, 4.719, 0.297], [-1.635, 2.037, 1.420], [4.007, 1.518, 3.680], [-0.685, -6.387, -0.769], [3.027, -4.357, -1.461], [1.731, -6.452, -1.275]], "forces_ev_per_angstrom": [[-0.1, -0.3, -0.4], [0.1, 0.1, 0.0], [0.2, 0.1, -0.1], [-0.3, -0.1, 0.3], [0.2, 0.2, 0.0], [0.0, 0.0, 0.0], [-0.2, 0.1, 0.1], [0.0, 0.1, 0.0], [0.0, 0.1, 0.1], [-0.1, -0.1, 0.0], [0.0, 0.0, 0.0], [0.0, 0.0, 0.0], [0.0, 0.0, 0.0], [0.0, 0.2, 0.0], [0.0, 0.0, 0.0], [0.0, 0.0, 0.0], [0.1, -0.2, 0.0], [0.1, -0.1, 0.0], [0.0, 0.0, 0.0], [-0.1, -0.1, 0.0], [0.2, -0.1, -0.2], [-0.1, 0.1, 0.0], [0.0, 0.2, 0.0], [0.0, 0.0, 0.0], [0.1, 0.0, 0.1], [0.1, -0.1, 0.0], [0.0, 0.0, 0.0], [0.0, 0.0, 0.0], [0.0, 0.0, 0.0], [0.0, 0.0, 0.0], [0.0, 0.0, 0.0], [0.0, 0.0, 0.0], [0.0, 0.0, 0.0], [0.0, 0.0, 0.0], [0.0, 0.0, 0.0], [0.0, 0.0, 0.0], [0.0, 0.0, 0.0], [0.0, 0.0, 0.0]], "mulliken_charge": [0.957, -0.287, -0.201, -0.265, -0.338, -0.174, 0.000, -0.340, -0.096, 0.417, -0.480, -0.492, -0.542, -0.686, -0.058, 0.847, 0.571, -0.254, -0.859, -0.521, 0.201, 0.138, -0.633, -0.622, 0.461, -0.548, 0.269, 0.534, 0.402, 0.425, 0.421, 0.390, 0.385, 0.377, 0.420, 0.379, 0.422, 0.378]}

=====

[3]
{"formula": "C3H3BrCl2", "method": "wB97M-V/def2-TZVPD", "orbital_gap_ha": 0.3834, "smiles": "Cl[C@H]1C[C@]1(Cl)Br", "energy_ha": -3610.4379, "relative_energy_kcal_mol": 21.37, "species": ["Br", "Cl", "Cl", "C", "C", "C", "H", "H", "H"], "xyz": [[0.471, -0.732, -2.369], [-1.805, 0.311, 1.441], [-0.242, -2.378, 0.112], [0.198, -0.712, -0.357], [0.841, 0.435, 0.440], [-0.681, 0.472, 0.113], [1.385, 1.111, -0.076], [0.988, 0.220, 1.443], [-1.155, 1.274, -0.747]], "forces_ev_per_angstrom": [[0.0, 0.3, 1.6], [0.1, -0.2, -0.1], [0.7, 1.2, 0.3], [-1.5, 0.8, -1.2], [-4.0, -2.7, -0.9], [0.0, 1.6, -2.6], [2.1, 1.8, -1.4], [0.7, -0.2, 1.7], [1.8, -2.6, 2.5]], "mulliken_charge": [-0.132, -0.160, -0.140, 0.216, -0.690, 0.011, 0.288, 0.312, 0.295]}